[1]
{
  "formula": "H30O15",
  "method": "ωB97M-V with the def2-TZVPD basis set",
  "homo_energy_ev": -9.25,
  "e_above_lowest_kj_mol": 220.2,
  "energy_ev": -31199.38360,
  "lumo_ev": -1.18,
  "charge": 0,
  "elements": ["O", "H", "H", "O", "H", "H", "O", "H", "H", "O", "H", "H", "O", "H", "H", "O", "H", "H", "O", "H", "H", "O", "H", "H", "O", "H", "H", "O", "H", "H", "O", "H", "H", "O", "H", "H", "O", "H", "H", "O", "H", "H", "O", "H", "H"],
  "positions_angstrom": [[-1.865, -3.294, -0.934], [-2.338, -2.497, -0.638], [-1.578, -2.976, -1.792], [0.328, -2.550, 2.476], [0.899, -1.948, 1.970], [-0.543, -2.130, 2.330], [-2.368, 1.755, 0.098], [-3.253, 1.602, 0.415], [-2.556, 2.100, -0.785], [2.787, 0.229, -2.438], [3.763, 0.208, -2.542], [2.563, 0.988, -1.818], [1.700, 0.109, 2.713], [2.346, 0.365, 2.082], [0.856, 0.393, 2.414], [-3.161, -0.888, -1.144], [-4.120, -0.697, -1.120], [-2.872, -0.198, -0.565], [0.007, 0.768, -2.246], [-0.109, 0.875, -1.339], [-0.553, 1.395, -2.763], [2.295, 2.113, -0.535], [1.497, 2.480, -0.145], [2.688, 2.862, -0.992], [0.222, 0.134, 0.302], [-0.517, -0.436, 0.399], [0.899, -0.538, 0.039], [-0.175, -1.934, -2.743], [-0.445, -1.552, -3.585], [-0.095, -1.023, -2.391], [-2.001, -1.454, 1.608], [-2.538, -2.239, 1.637], [-2.695, -0.785, 1.661], [0.020, 3.086, 0.975], [-0.767, 2.681, 0.768], [0.314, 2.849, 1.855], [3.721, 0.633, 1.024], [3.868, -0.158, 0.508], [3.224, 1.305, 0.462], [1.751, -1.971, -0.369], [1.190, -2.014, -1.120], [2.564, -1.572, -0.718], [-1.413, 1.042, 2.503], [-1.540, 1.227, 1.558], [-2.018, 1.676, 2.933]],
  "atomic_forces_ev_per_a": [[-0.54, 0.30, 0.47], [0.16, -0.58, 0.03], [0.52, -0.15, -0.39], [-0.48, 0.44, -0.43], [0.17, -0.34, 0.47], [0.77, -0.41, 0.39], [-0.41, 0.14, -1.01], [-0.65, 0.07, 0.68], [0.46, 0.09, -0.15], [0.78, 0.62, 0.63], [-0.95, 0.19, 0.17], [0.32, -1.31, -0.97], [-0.15, -0.70, 2.04], [1.14, 0.38, -1.04], [-1.06, 0.28, -0.48], [-1.72, 0.36, -0.33], [0.39, -0.68, -0.45], [1.14, 0.61, 0.53], [-0.49, 0.64, -4.07], [-0.37, 0.39, 3.09], [0.73, -0.78, 0.84], [0.24, 0.76, -0.62], [-0.95, 0.02, 0.60], [0.24, 0.17, -0.03], [0.88, 0.66, -0.66], [-1.46, -1.00, 0.52], [0.22, 0.25, 0.36], [-0.17, 1.14, -0.30], [-0.06, -0.99, -0.85], [0.27, -0.15, 0.84], [-0.97, 0.66, -0.35], [0.04, -1.15, -0.19], [0.48, 0.31, 0.46], [3.36, 2.24, -0.07], [-2.58, -1.50, -0.34], [-0.27, -0.40, 0.22], [-0.09, 1.03, -0.20], [-0.02, -0.08, -0.22], [0.84, -1.25, 0.55], [1.28, 0.54, 1.14], [-0.88, -0.62, -1.50], [-0.27, -0.17, -0.11], [-0.81, 0.69, 0.19], [0.41, -0.30, 0.56], [0.51, -0.39, 0.00]]
}



[2]
{
  "formula": "H32N5O14S2",
  "method": "ωB97M-V with the def2-TZVPD basis set",
  "homo_energy_ev": -6.19,
  "energy_ev": -58284.79651,
  "lumo_ev": -4.45,
  "charge": 1,
  "elements": ["N", "H", "H", "H", "H", "N", "H", "H", "H", "H", "N", "H", "H", "H", "H", "N", "H", "H", "H", "H", "N", "H", "H", "H", "H", "S", "O", "O", "O", "O", "S", "O", "O", "O", "O", "O", "H", "H", "O", "H", "H", "O", "H", "H", "O", "H", "H", "O", "H", "H", "O", "H", "H"],
  "positions_angstrom": [[-0.940, 1.678, 6.321], [-0.703, 0.843, 5.804], [-1.558, 1.370, 7.058], [-1.203, 2.389, 5.654], [-0.035, 1.861, 6.731], [1.295, -0.487, 0.109], [0.560, -0.744, 0.752], [2.199, -0.492, 0.558], [0.953, 0.439, -0.107], [1.246, -0.963, -0.781], [-3.843, -4.120, -2.599], [-3.523, -3.618, -1.783], [-4.236, -5.000, -2.295], [-3.060, -4.301, -3.211], [-4.536, -3.555, -3.068], [0.969, 5.977, -3.642], [1.239, 6.926, -3.427], [0.826, 5.430, -2.805], [1.662, 5.703, -4.323], [0.099, 5.968, -4.155], [-3.288, 2.629, -4.168], [-4.107, 2.364, -4.696], [-2.760, 3.298, -4.709], [-2.748, 1.783, -4.047], [-3.462, 3.087, -3.285], [-1.800, 4.770, 0.837], [-0.830, 3.969, 0.161], [-1.387, 6.178, 0.684], [-3.122, 4.467, 0.307], [-1.700, 4.506, 2.267], [-2.999, -2.985, 3.317], [-2.739, -4.360, 3.007], [-4.035, -2.955, 4.332], [-1.791, -2.255, 3.755], [-3.495, -2.355, 2.098], [4.901, -0.272, 3.001], [5.239, 0.583, 2.736], [5.653, -0.717, 3.391], [-0.018, -0.866, -4.578], [0.811, -0.559, -4.947], [-0.136, -1.741, -4.948], [0.469, -6.008, -0.281], [0.156, -6.741, -0.810], [0.037, -6.121, 0.566], [5.510, 2.425, -1.165], [4.979, 1.995, -1.835], [5.056, 3.249, -0.991], [4.547, -4.002, -1.782], [4.475, -4.053, -2.736], [3.809, -4.518, -1.459], [2.538, -3.660, 5.309], [3.155, -3.084, 4.857], [1.676, -3.358, 5.023]],
  "atomic_forces_ev_per_a": [[1.50, -1.28, -0.03], [-0.51, -0.84, -0.86], [-0.92, 0.47, 0.07], [-0.74, 0.60, -0.05], [0.31, 0.88, 0.43], [-1.05, 0.91, -0.19], [-0.45, -1.26, 0.65], [0.46, -0.01, 0.10], [0.50, 1.24, -0.05], [0.16, -0.87, 0.00], [0.06, 0.00, 0.06], [0.30, 0.41, 0.93], [-0.39, -0.53, 0.25], [0.42, -0.06, -0.33], [-0.46, 0.19, -0.27], [-0.12, 0.71, -0.93], [-0.32, 0.72, 0.63], [0.34, -0.65, 0.82], [0.60, -1.01, 0.19], [-0.74, 0.33, -0.06], [0.32, 0.00, -0.46], [-0.80, 0.20, 0.08], [0.41, 0.23, -0.47], [0.54, -0.35, 0.39], [-0.56, 0.06, 1.06], [-1.00, 2.80, 1.97], [3.59, -3.30, -3.04], [-0.35, 0.97, -1.02], [-1.26, -0.01, -0.75], [-0.31, -1.01, 1.67], [-0.08, 0.80, 0.91], [1.41, -2.92, -0.81], [-0.97, 0.64, 1.26], [1.15, 0.44, 0.37], [-0.79, 1.37, -2.49], [-0.38, -0.05, -0.14], [0.12, 0.25, -0.04], [0.19, -0.19, 0.11], [-0.23, 0.24, 0.28], [0.25, 0.08, -0.14], [-0.02, -0.27, -0.12], [0.15, 0.26, -0.40], [0.00, -0.25, -0.05], [-0.18, 0.09, 0.45], [0.05, -0.14, 0.09], [-0.02, -0.15, -0.20], [-0.04, 0.29, 0.15], [0.01, 0.35, 0.08], [0.09, -0.08, -0.25], [-0.17, -0.28, 0.20], [0.21, -0.06, 0.14], [0.17, 0.10, -0.09], [-0.48, -0.04, -0.08]]
}



[3]
{
  "formula": "H32O16",
  "method": "ωB97M-V with the def2-TZVPD basis set",
  "homo_energy_ev": -9.20,
  "e_above_lowest_kj_mol": 492.0,
  "energy_ev": -33279.83454,
  "lumo_ev": -0.28,
  "charge": 0,
  "elements": ["O", "H", "H", "O", "H", "H", "O", "H", "H", "O", "H", "H", "O", "H", "H", "O", "H", "H", "O", "H", "H", "O", "H", "H", "O", "H", "H", "O", "H", "H", "O", "H", "H", "O", "H", "H", "O", "H", "H", "O", "H", "H", "O", "H", "H", "O", "H", "H"],
  "positions_angstrom": [[-2.511, 0.781, 2.151], [-3.356, 0.602, 2.519], [-2.546, 0.776, 1.190], [1.820, 0.958, 2.335], [1.023, 0.731, 1.854], [2.507, 1.124, 1.642], [2.320, -1.184, -1.043], [2.788, -0.391, -0.728], [2.896, -1.506, -1.764], [-2.621, -1.511, -1.920], [-1.813, -1.973, -2.133], [-2.563, -0.801, -1.264], [-0.918, -1.529, 2.246], [-1.245, -0.829, 1.681], [-0.567, -2.074, 1.577], [-2.864, 0.768, -0.621], [-3.535, 1.419, -0.570], [-2.306, 1.248, -1.220], [-0.037, 0.078, 0.338], [0.604, -0.561, 0.033], [-0.347, 0.381, -0.524], [1.563, -2.474, 2.939], [0.822, -1.945, 2.599], [2.179, -2.517, 2.227], [0.143, -3.115, 0.230], [0.773, -3.747, -0.081], [-0.721, -3.442, -0.021], [3.411, -2.445, 1.064], [4.115, -1.829, 1.308], [3.039, -2.144, 0.229], [-0.813, 2.701, 1.535], [-0.960, 3.609, 1.762], [-1.293, 2.078, 2.086], [-0.642, 0.578, -2.446], [-1.233, 1.210, -2.905], [-0.638, -0.196, -3.048], [-1.632, 3.109, -1.226], [-2.437, 3.554, -1.377], [-1.486, 2.884, -0.258], [1.355, 3.197, 0.216], [0.605, 2.822, 0.780], [1.999, 3.624, 0.776], [1.857, 1.625, -1.999], [1.015, 1.354, -2.383], [1.625, 2.065, -1.159], [0.102, -2.080, -2.468], [0.694, -1.966, -1.785], [-0.173, -3.014, -2.373]],
  "atomic_forces_ev_per_a": [[1.30, 0.59, 0.18], [-1.04, -0.34, 0.30], [-0.44, -0.23, -0.46], [1.47, 0.38, -0.41], [-0.24, -0.13, -0.34], [-1.11, -0.15, 0.86], [1.00, -0.25, -0.41], [-0.53, 0.20, -0.40], [-0.48, 0.32, 0.20], [-1.39, -0.58, -0.44], [0.45, 0.68, 0.52], [0.51, -0.52, -0.26], [-1.05, 0.58, 1.02], [-0.17, 0.64, 0.43], [0.80, -1.62, -0.95], [0.05, -0.61, 0.62], [-1.80, 0.64, 0.46], [1.35, 0.22, -0.66], [-0.26, 0.41, -0.54], [0.47, -0.63, 0.29], [-0.22, 0.41, -0.19], [-1.13, 0.00, 0.97], [0.31, -0.03, 0.66], [0.84, -0.04, -0.63], [-0.36, 0.67, -0.15], [0.69, -0.79, 0.04], [-0.34, -0.20, -0.02], [0.93, -0.36, 0.04], [-0.24, -0.16, -0.02], [-0.08, 0.25, -0.09], [0.33, -0.03, -1.17], [-0.32, 0.54, 0.68], [-0.57, -0.26, 0.65], [-0.75, 0.25, -1.37], [0.58, -0.20, 0.38], [0.05, 0.16, 0.74], [1.81, -1.41, 0.87], [-1.36, 0.98, 0.23], [-0.36, 0.72, -1.17], [-1.01, -0.51, 0.02], [1.48, 0.58, -0.45], [0.07, -0.02, 0.38], [0.44, -0.10, 0.19], [0.05, -0.03, 0.12], [0.12, 0.26, -0.27], [-2.26, -1.72, -2.74], [2.10, 0.77, 2.60], [0.30, 0.71, -0.33]]
}



[4]
{
  "formula": "H35O18",
  "method": "ωB97M-V with the def2-TZVPD basis set",
  "homo_energy_ev": -7.33,
  "e_above_lowest_kj_mol": 464.6,
  "energy_ev": -37421.08101,
  "lumo_ev": 1.84,
  "charge": -1,
  "elements": ["O", "H", "H", "O", "H", "O", "H", "H", "O", "H", "H", "O", "H", "H", "O", "H", "H", "O", "H", "H", "O", "H", "H", "O", "H", "H", "O", "H", "H", "O", "H", "H", "O", "H", "H", "O", "H", "H", "O", "H", "H", "O", "H", "H", "O", "H", "H", "O", "H", "H", "O", "H", "H"],
  "positions_angstrom": [[-2.649, -0.979, -0.118], [2.062, 2.985, 0.188], [-1.627, 5.765, 1.007], [-1.280, -2.955, -0.173], [1.758, 4.403, 4.083], [0.438, -3.472, -3.580], [-3.453, 1.479, 0.744], [0.603, -2.562, -3.459], [5.113, -0.154, -3.323], [3.333, 1.447, 5.117], [4.111, -0.113, -3.129], [4.032, -4.131, -2.450], [3.211, -4.299, -2.252], [-2.941, -1.539, 0.483], [-3.331, -4.142, -1.213], [0.542, 2.860, 0.346], [-2.422, -3.757, -0.857], [1.327, 2.832, 0.690], [1.059, 1.160, -2.551], [-0.084, -3.738, -2.773], [3.508, -0.808, -1.247], [-4.458, 1.360, -2.739], [2.510, 1.254, -2.004], [0.120, -0.500, 3.251], [-0.367, -1.287, 3.473], [3.918, -0.263, -0.660], [-4.418, -0.305, -1.974], [-4.272, -1.176, -2.447], [0.190, -2.573, -0.741], [1.590, 1.263, -1.721], [0.618, -1.277, -1.332], [3.251, -1.562, -0.683], [-2.627, 1.517, 0.227], [-2.000, 0.756, 0.497], [5.442, -1.025, -2.962], [1.068, -2.062, -1.002], [-1.144, -3.354, 0.678], [-4.027, -3.723, -1.025], [-1.628, 5.494, 0.078], [4.114, -3.192, -2.466], [-1.832, -1.744, -0.185], [2.471, 0.899, 5.519], [-3.482, -0.079, -1.712], [1.854, 1.269, 4.902], [-0.851, 1.142, 5.732], [-2.082, 4.552, -0.124], [-0.726, 0.796, 4.799], [1.938, 4.699, 3.147], [0.274, -0.255, 2.417], [1.588, 4.013, 2.554], [-4.909, 2.297, -2.975], [-4.449, 2.517, -2.199], [-0.983, 0.269, 6.144]],
  "atomic_forces_ev_per_a": [[4.09, 2.63, -3.75], [1.94, 0.57, -2.58], [-0.37, -0.91, -0.24], [0.86, -0.44, -0.74], [0.19, 0.36, -1.72], [-1.19, -2.19, 0.75], [0.87, -0.54, -0.24], [0.37, 1.49, 0.45], [-1.39, -0.76, 0.40], [-3.06, -2.39, 1.91], [2.65, -0.69, -0.21], [7.19, 0.52, -1.58], [-7.28, -1.42, 1.61], [-3.55, -3.57, 4.73], [9.81, -5.60, -2.46], [-6.39, 0.39, -3.93], [-2.06, 0.01, -0.23], [4.37, -0.84, 6.88], [0.80, 0.21, 1.07], [0.83, 0.53, -1.24], [-1.43, -3.10, -1.65], [-2.31, 1.17, -2.07], [-0.10, -0.23, -0.05], [-0.34, -0.09, 6.33], [-0.10, -0.34, -1.08], [2.02, 2.65, 2.46], [1.50, -0.84, -1.21], [-0.34, 1.46, 0.83], [1.40, 0.50, 0.10], [-0.97, 0.14, -1.21], [0.58, 0.50, 0.03], [-0.62, 0.32, -0.64], [1.23, 0.21, 0.63], [-2.34, 1.22, -0.64], [-0.98, 1.52, -0.46], [-1.84, -0.91, 0.23], [0.14, -0.19, 0.53], [-8.06, 5.58, 2.62], [-1.16, -2.59, -1.31], [-0.03, 0.99, -0.04], [-0.54, 0.70, -0.57], [4.39, 2.36, -1.46], [-1.27, -0.67, 0.48], [-1.30, -0.02, -0.40], [0.00, -1.59, -1.53], [1.54, 3.37, 1.56], [0.01, 0.94, 1.01], [-0.24, -0.51, 1.46], [0.37, 0.51, -5.26], [0.03, 0.06, 0.11], [1.39, -3.70, -0.19], [0.62, 2.57, 2.16], [0.08, 0.64, 0.38]]
}



[5]
{
  "formula": "H36O18",
  "method": "ωB97M-V with the def2-TZVPD basis set",
  "homo_energy_ev": -10.31,
  "e_above_lowest_kj_mol": 734.7,
  "energy_ev": -37434.89595,
  "lumo_ev": -0.17,
  "charge": 0,
  "elements": ["O", "H", "H", "O", "H", "H", "O", "H", "H", "O", "H", "H", "O", "H", "H", "O", "H", "H", "O", "H", "H", "O", "H", "H", "O", "H", "H", "O", "H", "H", "O", "H", "H", "O", "H", "H", "O", "H", "H", "O", "H", "H", "O", "H", "H", "O", "H", "H", "O", "H", "H", "O", "H", "H"],
  "positions_angstrom": [[-0.002, -3.463, -2.159], [0.646, -2.794, -2.057], [-0.725, -3.113, -1.765], [2.121, 0.939, -1.824], [2.818, 1.462, -2.163], [1.423, 1.520, -2.074], [1.606, 0.571, -4.909], [0.930, 0.299, -4.313], [1.471, 1.419, -5.330], [0.277, -1.699, 2.325], [0.325, -1.187, 1.454], [0.920, -2.429, 2.182], [1.531, -2.144, -0.046], [2.493, -2.376, -0.191], [1.222, -2.921, 0.365], [-0.519, 3.125, -2.078], [-1.058, 3.651, -2.572], [-0.867, 3.532, -1.300], [5.142, -1.837, 0.362], [5.792, -1.508, 0.994], [5.358, -2.274, -0.458], [0.782, -1.342, -3.137], [1.245, -1.969, -3.742], [1.444, -0.577, -3.026], [2.417, 2.069, 1.374], [1.807, 1.564, 0.875], [2.039, 1.824, 2.226], [-0.823, -1.950, 4.658], [-0.131, -2.312, 4.307], [-1.300, -1.537, 3.789], [-2.910, -3.507, 0.427], [-3.369, -3.279, -0.320], [-2.931, -3.554, 1.294], [-1.433, 0.291, 0.106], [-1.089, -0.564, 0.322], [-1.483, 0.584, 0.934], [-2.350, 0.899, 2.908], [-3.033, 0.223, 3.120], [-2.339, 1.443, 3.660], [-4.787, 0.414, -0.399], [-4.017, 0.021, -0.918], [-5.524, 0.597, -1.062], [1.744, 3.071, 4.209], [1.532, 2.630, 4.957], [0.877, 3.311, 3.985], [-3.253, 3.306, -0.091], [-3.029, 3.908, 0.704], [-3.251, 2.389, 0.361], [-3.953, -1.820, -1.563], [-4.764, -1.666, -1.849], [-3.302, -1.360, -1.982], [4.623, 3.053, -0.369], [4.198, 2.622, 0.372], [5.455, 2.444, -0.573]],
  "atomic_forces_ev_per_a": [[2.33, -3.59, -1.68], [0.89, 1.11, 0.19], [-3.72, 1.52, 1.93], [-0.42, -1.10, 0.43], [1.96, 0.58, -0.35], [-1.74, 0.62, 0.04], [1.71, -0.06, -1.02], [-1.34, 0.24, 0.16], [-0.53, 0.07, 0.30], [0.54, 0.39, -2.04], [0.40, -1.15, 1.79], [-0.61, 0.97, 0.15], [2.53, 0.78, -0.89], [-1.37, 0.85, 0.17], [-0.95, -1.69, 0.40], [1.97, -1.65, 1.49], [-2.12, 1.87, -3.80], [0.18, -0.40, 2.27], [-1.76, 0.35, 0.74], [0.43, -0.58, -1.08], [1.26, 0.17, 0.27], [2.13, 1.57, -0.75], [-0.62, 0.74, 0.45], [-0.93, -1.63, 0.45], [0.08, 0.15, 1.09], [-0.61, -0.73, -2.02], [0.70, 0.62, 0.84], [-8.61, 4.77, 0.47], [6.37, -3.20, -3.16], [1.99, -1.52, 3.32], [4.33, -1.43, -4.09], [-2.66, 1.36, -1.44], [-1.57, 0.18, 5.61], [0.41, -1.60, -4.82], [0.21, -1.33, -0.75], [-0.87, 2.86, 5.50], [-0.78, -1.87, -1.29], [0.61, 0.67, -0.40], [0.15, 1.18, 1.58], [-0.18, 0.15, -1.82], [-1.72, 0.86, 1.24], [1.66, -0.26, 1.23], [1.96, 1.37, -2.86], [-0.15, -2.59, 4.21], [-1.84, 1.14, -1.35], [0.80, -0.55, 3.21], [-0.61, -1.33, -1.97], [-0.18, 1.90, -1.31], [3.29, -3.84, 3.95], [-5.40, 1.27, -2.28], [2.53, 1.85, -2.25], [3.08, -1.75, -1.25], [-0.47, -0.28, 0.45], [-2.75, 1.99, 0.74]]
}